Record 1
ORCA calculation (ωB97M-V/def2-TZVPD) on C39H35IrN6O3S2 as an isolated structure in a non-equilibrium geometry.

Its net charge is +3. Its frontier orbital gap (spin up / spin down) is 0.2683 / 0.1414 hartree. The HOMO energy (spin up / spin down) is -15.933 / -15.923 eV. The LUMO energy (spin up / spin down) comes out at -8.63 / -12.08 eV. The spin multiplicity is 2. The value obtained for the energy above the lowest of the compared OMol25 structures with the same formula, charge and spin is 2.5400 eV. The calculation puts the total energy at -80578.42160 eV.

Last column: Mulliken charge in e.
Positions of all 86 atoms, in Å:
1 C 6.917 -1.356 0.561  -0.609
2 H -3.279 3.191 0.126  0.660
3 C -3.426 -2.418 3.841  -0.583
4 O 0.180 -2.597 3.403  -0.715
5 H -0.105 -3.462 0.896  0.770
6 C -3.901 -0.261 -2.799  -1.015
7 H 2.892 2.768 0.383  0.294
8 H 0.184 3.549 -7.193  0.263
9 H -6.443 1.956 -3.049  0.436
10 C 6.882 0.014 0.400  -0.545
11 C -4.770 2.149 -1.732  -0.811
12 H -2.225 -0.069 -1.484  0.336
13 N 0.928 -1.716 1.447  -0.013
14 C 2.482 -2.816 -3.061  -1.044
15 C -3.434 -0.249 2.788  0.489
16 H -3.442 -3.498 3.777  0.473
17 H 1.188 2.769 2.249  0.438
18 C 0.899 -3.028 0.847  -1.627
19 H -3.575 -1.211 -3.200  0.485
20 H -5.111 3.095 -1.329  0.445
21 C -3.139 0.384 -1.840  0.587
22 C -0.255 2.283 -5.684  0.185
23 C 0.909 1.983 2.939  -0.215
24 H -3.409 -2.143 1.734  0.491
25 H 1.222 3.742 -5.834  0.163
26 C -3.567 0.571 1.566  -1.593
27 O -1.169 1.685 -6.206  -0.571
28 H -3.489 0.093 6.178  0.509
29 C -0.162 0.572 -3.890  -0.792
30 N 0.757 0.951 -1.724  0.593
31 C 4.503 -1.479 0.670  0.014
32 H -0.065 -0.902 5.211  0.696
33 H 3.587 -2.039 0.790  0.533
34 H 2.971 -2.729 -4.021  0.522
35 C 1.374 -2.972 -0.562  0.622
36 S -2.001 1.456 1.094  0.435
37 N 3.315 0.710 0.467  0.157
38 H -4.268 1.394 1.737  0.756
39 H 0.902 -5.009 -1.025  0.583
40 N 1.878 -1.811 -0.992  0.181
41 C 1.882 -4.004 -2.657  -0.550
42 H 1.545 2.834 -1.367  0.253
43 O -1.093 0.411 0.514  -1.581
44 Ir 1.254 0.015 0.316  3.808
45 C 0.164 1.864 -4.285  0.598
46 H 7.871 -1.862 0.589  0.424
47 C -2.712 2.378 -0.333  -1.044
48 H -0.050 1.453 6.129  0.531
49 C 0.789 2.694 -3.360  -0.735
50 C 2.442 -1.737 -2.204  -0.412
51 S 5.284 2.335 0.294  -0.191
52 H 1.850 -4.855 -3.324  0.486
53 C 4.446 -0.096 0.504  -0.316
54 C 0.214 1.249 5.099  -0.584
55 H -3.505 -2.389 6.007  0.475
56 C 1.338 -4.089 -1.388  -0.919
57 C 5.638 0.636 0.394  0.493
58 C -5.522 1.507 -2.702  -0.694
59 C -3.452 -0.381 5.207  -0.755
60 H -5.696 -0.211 -3.975  0.461
61 C -3.460 -1.787 5.107  -0.312
62 H -3.870 -0.019 0.701  0.686
63 C 1.065 2.197 -2.098  -0.589
64 C 0.148 0.158 -2.612  -0.818
65 N 0.421 3.300 -6.245  -0.316
66 H -3.451 1.457 4.138  0.502
67 H -1.829 2.804 -0.818  0.428
68 H 5.798 -3.163 0.850  0.461
69 N 0.918 0.734 2.476  -0.003
70 H -0.110 -0.839 -2.280  0.822
71 C 0.566 -0.260 3.287  0.571
72 C 5.736 -2.093 0.705  -0.978
73 C 0.572 2.284 4.248  -0.843
74 C -3.400 -1.661 2.703  -0.264
75 C 0.200 -0.047 4.605  -0.764
76 C 0.542 -1.645 2.735  -0.073
77 H 2.880 -0.787 -2.481  0.492
78 H 1.533 -3.716 1.422  0.531
79 C -3.558 1.607 -1.306  0.579
80 H 1.051 3.717 -3.591  0.405
81 C -3.426 0.377 4.070  -0.082
82 C 3.625 1.975 0.382  -0.097
83 H -0.661 -0.094 -4.580  0.617
84 H 0.596 3.309 4.590  0.498
85 H 7.790 0.591 0.289  0.448
86 C -5.096 0.299 -3.235  -0.625

=====

Record 2
ORCA calculation (ωB97M-V/def2-TZVPD) on a 2-piece molecular cluster, C39H35N2O2S overall in a non-equilibrium geometry.

Its net charge is +1. Its frontier orbital gap is 0.1795 hartree. The HOMO energy is -9.754 eV. The LUMO energy comes out at -4.87 eV. The value obtained for the energy above the lowest of the compared OMol25 structures with the same formula, charge and spin is 0.5682 eV. The calculation puts the total energy at -58914.94723 eV.

Last column: Mulliken charge in e.
Positions of all 79 atoms, in Å:
1 C 0.196 -1.640 2.557  -0.975
2 C -6.727 1.805 -3.937  -0.568
3 H -2.370 -0.301 -5.447  0.449
4 H -0.235 -1.237 -2.348  0.516
5 H -6.361 2.609 -1.981  0.411
6 C -3.205 -4.342 2.356  -0.799
7 C -4.691 1.519 -2.732  0.603
8 H 0.032 -0.970 -4.749  0.416
9 N -2.854 0.303 -3.502  0.206
10 C -1.106 -1.258 2.637  0.017
11 C 1.287 -0.741 2.552  0.226
12 C 3.770 1.313 -2.233  -0.420
13 C -2.098 -3.537 2.485  -0.361
14 C 4.290 -2.845 3.390  -0.799
15 H -0.333 0.739 -4.667  0.431
16 H -6.814 0.894 -5.869  0.397
17 H -0.156 0.835 0.807  1.068
18 H -3.082 -5.410 2.269  0.407
19 C 1.468 1.652 -2.757  -0.319
20 C 3.517 -0.024 -2.004  -0.759
21 H -5.606 -1.979 2.373  0.412
22 C 1.088 0.715 2.561  -0.222
23 H -4.543 -0.034 -5.747  0.326
24 H 0.659 2.304 -3.038  0.433
25 C 3.629 -0.757 1.711  -0.754
26 H -1.123 -3.989 2.505  0.386
27 C 0.801 3.522 2.636  1.015
28 C -0.136 5.524 1.822  -0.749
29 H 0.249 5.369 0.814  0.315
30 C 5.262 -2.343 2.510  0.972
31 C -0.580 -0.229 -4.218  -0.995
32 C 4.889 -1.285 1.666  -0.314
33 C 3.016 -2.350 3.406  -0.460
34 O 6.517 -2.937 2.531  -0.449
35 H 7.603 -1.330 1.859  0.340
36 C 2.743 2.153 -2.607  -0.904
37 H 2.290 -2.748 4.093  0.559
38 H -1.148 5.128 1.919  0.321
39 C 1.203 0.312 -2.542  0.281
40 H 4.320 -0.680 -1.709  0.532
41 H -2.279 -1.569 -4.222  0.271
42 C 1.583 2.844 3.584  -0.878
43 H 0.429 -2.683 2.475  0.686
44 S -3.510 1.679 -1.423  -0.245
45 H 2.934 3.197 -2.793  0.429
46 C -3.521 -1.604 2.549  -0.434
47 C 1.735 1.488 3.540  -0.173
48 C -2.058 -0.516 -4.420  -0.633
49 C 0.300 1.391 1.609  -1.043
50 H 8.406 -2.908 1.782  0.248
51 H 3.353 0.046 1.049  0.640
52 H -5.333 -4.421 2.202  0.406
53 C 2.647 -1.284 2.568  -0.526
54 C -5.969 2.038 -2.805  -0.518
55 H -7.730 2.192 -3.998  0.394
56 H 7.130 -2.529 0.610  0.335
57 C 7.458 -2.387 1.640  -0.796
58 H 4.769 1.702 -2.123  0.420
59 C -4.469 -3.786 2.316  -0.368
60 H -1.321 -0.209 2.708  0.584
61 H -0.406 3.241 0.880  0.472
62 H 4.568 -3.654 4.043  0.453
63 H -0.157 6.595 2.031  0.245
64 H 5.590 -0.897 0.951  0.448
65 H -3.641 -0.537 2.614  0.419
66 C -4.940 0.537 -4.926  -0.746
67 C -2.291 0.738 -2.303  0.251
68 H 2.049 -1.568 -1.988  0.410
69 C -4.171 0.757 -3.784  0.402
70 N -1.092 0.530 -1.878  -0.242
71 C 0.174 2.753 1.641  -0.424
72 C 2.241 -0.523 -2.162  -0.382
73 H 2.347 0.986 4.272  0.562
74 C -4.622 -2.415 2.415  -0.719
75 H 2.068 3.422 4.350  0.486
76 C -6.212 1.066 -4.991  -0.681
77 O 0.713 4.904 2.755  -0.458
78 C -2.230 -2.145 2.576  0.653
79 C -0.207 -0.200 -2.717  -0.139